(1)
Entry from the Open Molecules 2025 dataset: an isolated ion of composition C3H10N5OP and charge +2 at a distorted geometry (ωB97M-V/def2-TZVPD).

```
20
Properties=species:S:1:pos:R:3:forces:R:3:nbo_charge:R:1
N 1.48221 -2.16645 1.16727 -1.7483 -1.5082 1.0946 -1.23
P 1.43639 -0.58497 1.03543 0.3572 2.1113 0.3394 2.38
N 1.07057 0.19912 2.41422 -0.2260 -1.3593 -0.4316 -1.21
O 2.31164 0.14888 0.12649 0.2924 -0.6380 0.2676 -1.02
N -0.16443 -0.14867 0.01971 -0.1681 3.4204 -0.6304 -0.52
C -0.92641 -0.84184 -0.69846 1.9379 -3.8502 -0.7319 0.37
N -1.44352 -0.38828 -1.88936 -2.0653 -2.1928 -1.5777 -0.58
C -1.33454 0.88131 -2.31177 0.4389 -1.0760 -2.2515 0.43
N -0.57587 1.70316 -1.71152 -0.3654 -1.1638 1.6538 -0.44
C -0.11882 1.39044 -0.39235 4.7606 -2.0391 0.8294 -0.10
H 2.29920 -2.73360 0.99924 0.4325 0.2674 -0.4949 0.48
H 0.84236 -2.69037 1.80561 0.6526 0.7974 -0.6094 0.46
H 0.69834 -0.28498 3.23169 0.3084 0.4917 -0.1760 0.45
H 1.43553 1.13229 2.50866 0.0399 0.1537 0.3153 0.46
H -0.79846 -1.99008 -0.52974 -1.0532 2.0159 -0.5257 0.28
H -1.77693 -1.13332 -2.63889 0.5293 2.0432 2.3014 0.50
H -1.70595 1.04196 -3.31780 -0.1757 0.5011 0.1038 0.28
H -0.36240 2.64419 -1.91289 -0.1774 1.3383 -1.2899 0.48
H -0.66930 1.92343 0.29162 -1.2639 1.1171 1.8029 0.23
H 1.03924 1.64737 -0.34002 -2.5064 -0.4301 0.0109 0.31
```
Positions in Å, forces in eV/Å.

Properties
Total charge: +2
Molar mass, g mol⁻¹: 163.121
SMILES: NP(N)(=O)N1C=[NH+]C=[NH+]C1
Gap between HOMO and LUMO, eV: 9.495

=====

(2)
Entry from the Open Molecules 2025 dataset: C13H44AsF6N4O9 as an isolated structure at a distorted geometry (ωB97M-V/def2-TZVPD).

```
77
Properties=species:S:1:pos:R:3:forces:R:3:lowdin_charge:R:1
As -0.29655 -0.04099 -0.27832 -0.8859 -0.0082 0.8764 0.98
F 1.12244 0.48832 -1.25094 -1.2145 -1.0877 1.8570 -0.26
F 0.83200 -0.98228 0.81717 -1.3272 1.0671 -1.2863 -0.28
F -1.78594 -0.50583 0.68888 2.2141 0.3629 -1.1593 -0.27
F -1.37031 0.90054 -1.35058 1.4345 -0.7815 0.9109 -0.26
F -0.48317 -1.47857 -1.28216 0.1729 0.8485 0.6556 -0.24
F -0.12440 1.38094 0.75953 0.0936 -0.8351 -0.6944 -0.26
C -2.62929 0.61485 4.00015 1.1670 -0.2631 -1.2264 -0.20
O -2.27808 0.89633 5.32173 -1.3532 -0.1583 0.6102 -0.13
H -3.42638 -0.11779 3.87370 -0.0633 0.0518 0.5856 0.07
H -2.84923 1.45043 3.33568 -0.4798 0.6117 0.4446 0.07
H -1.74919 0.21130 3.49949 0.1593 -0.5589 -0.2234 0.06
H -1.66841 1.63786 5.32675 0.4525 0.0752 -0.2082 0.01
C -4.22857 1.00883 -1.73590 0.9743 -0.0210 1.3189 -0.19
O -5.16209 1.56298 -2.59260 -1.6734 -0.1689 -1.3186 -0.12
H -4.14919 1.63727 -0.84885 0.6010 0.1620 0.0912 0.07
H -4.53868 0.05105 -1.31805 -0.5510 -0.1191 -0.5039 0.08
H -3.25681 0.81765 -2.19114 -0.1570 0.3013 -0.0698 0.06
H -4.97689 2.46323 -2.86983 0.4450 -0.1688 0.3553 0.07
C 0.23846 2.25705 -3.79402 2.4290 -0.1041 -0.3816 -0.12
O 1.47876 1.59765 -3.39477 -0.7660 0.3446 0.0615 -0.18
H 0.75677 2.82467 -4.56685 -1.4570 0.7044 -0.5324 0.07
H -0.51031 1.56932 -4.18704 0.0236 -0.0447 0.1048 0.07
H -0.16332 2.89908 -3.01015 -0.0522 -0.0445 -0.0453 0.06
H 1.44553 1.46017 -2.44525 0.0111 -0.1700 -0.2842 -0.01
C 1.62800 -1.61400 -4.09045 -1.2858 0.8996 0.4293 -0.15
O 0.70602 -2.63810 -3.69312 0.7569 -0.2305 -0.5211 -0.13
H 2.43996 -1.44323 -3.38358 0.4074 -0.5595 -0.1193 0.07
H 1.94544 -1.73299 -5.12639 0.1967 -0.5700 0.2566 0.08
H 1.10855 -0.65592 -4.07197 -0.0763 0.1513 -0.1158 0.05
H 0.32430 -2.38701 -2.84882 -0.0380 0.1984 -0.0102 0.02
C -2.68466 4.72869 -1.04942 0.2367 -0.5344 0.4122 -0.15
O -2.48113 3.72910 -0.03864 -0.2793 0.8400 -0.3113 -0.13
H -1.73125 5.17910 -1.32556 0.0380 0.1027 -0.1885 0.07
H -3.15608 4.28599 -1.92685 -0.0075 0.0337 -0.2061 0.06
H -3.33239 5.52300 -0.67846 -0.0065 -0.2105 0.2450 0.07
H -1.80153 3.13945 -0.37338 0.0312 -0.3303 0.0695 0.04
C 0.76346 2.88768 4.29866 -2.7561 -1.6562 0.1614 -0.80
O -0.09948 2.46558 5.03145 -1.6686 -1.3518 0.9904 0.05
N 0.93075 2.64727 3.04459 -0.1287 -1.0767 -4.0294 0.20
N 1.64792 3.66934 4.76020 3.9917 3.7581 2.7969 0.16
H 1.73092 3.09695 2.62316 -0.4320 -0.7332 -0.4963 0.10
H 0.39220 1.93964 2.56572 0.0565 0.3756 -0.2142 0.09
H 2.23855 4.16599 4.10859 0.4505 -0.0746 1.0549 0.12
H 1.76492 3.49502 5.74814 0.6127 1.0681 -0.1210 0.13
C 2.56246 -4.30000 0.05200 -0.1070 -4.5597 -2.8632 -0.81
O 3.00792 -5.42896 -0.22249 0.3472 0.4133 0.7790 -0.01
N 3.06539 -3.43704 0.82331 4.4352 3.2162 4.7051 0.18
N 1.49762 -3.84850 -0.52110 -3.8249 0.6908 -2.1876 0.18
H 3.95532 -3.70560 1.21827 -0.1877 0.3624 0.2057 0.13
H 2.63525 -2.57417 1.12418 -0.0401 -0.3007 -0.1970 0.10
H 1.08133 -4.48517 -1.18553 -0.1532 0.6153 -0.0901 0.12
H 1.31649 -2.85538 -0.48942 -0.5175 -0.3758 -0.3374 0.07
C -2.36103 -4.87662 -0.72200 0.5732 -0.6048 0.1802 -0.06
C -3.13548 -3.97266 0.19986 0.0143 0.4028 0.2307 -0.51
C -2.61611 -3.80554 1.63469 -0.7210 -0.6148 0.4513 -0.03
O -3.21176 -2.70069 -0.35046 -0.9922 1.2251 -1.3806 -0.07
H -2.77547 -4.86816 -1.73011 0.0488 0.3564 0.0159 0.08
H -2.41349 -5.91839 -0.40565 0.1015 -0.1155 0.2562 0.08
H -1.31327 -4.57621 -0.72892 0.0971 -0.0342 -0.2066 0.06
H -4.15792 -4.34768 0.15422 -0.2365 0.0531 0.4719 0.13
H -1.72981 -4.41441 1.81314 0.0140 0.1887 0.2700 0.08
H -3.40555 -4.03120 2.35160 0.0161 -0.8336 0.0862 0.07
H -2.49730 -2.76282 1.92919 0.7251 0.1237 -0.6493 0.07
H -2.46843 -2.12814 -0.14738 0.1643 -0.2412 0.2660 0.03
C 3.83996 1.09241 1.43028 0.1895 0.0242 -0.0481 -0.06
C 4.27159 0.68732 0.03474 -0.5853 1.5711 -0.7583 -0.48
C 4.04175 1.90545 -0.94749 0.6519 -1.3397 0.9498 -0.04
O 5.63082 0.27655 -0.05080 0.1201 0.1130 0.6260 -0.05
H 2.78778 1.37584 1.40410 -0.2277 -0.6745 -0.0968 0.05
H 4.28080 2.02478 1.78305 0.7447 -0.1548 0.0352 0.08
H 4.01796 0.26461 2.11669 -0.1310 0.2489 0.2824 0.08
H 3.65664 -0.16696 -0.24836 -0.2868 0.0717 -0.2267 0.12
H 4.15389 1.48093 -1.94514 -0.5384 0.5501 -0.2750 0.07
H 4.84026 2.63068 -0.79088 0.1827 -0.0874 0.0750 0.07
H 3.11225 2.42754 -0.72046 -0.2191 -0.3289 -0.5363 0.07
H 5.76865 -0.04729 -0.94396 0.0461 -0.0566 -0.0552 0.08
```
Positions in Å, forces in eV/Å.

Properties
Total charge: -1
Relative energy (zero: lowest compared OMol25 entry of this formula, charge and spin), kcal/mol: 15.61
Molar mass, g mol⁻¹: 589.424
Gap between HOMO and LUMO, eV: 9.066

=====

(3)
Entry from the Open Molecules 2025 dataset: one molecule with the formula C7H8 at a distorted geometry (ωB97M-V/def2-TZVPD).

```
15
Properties=species:S:1:pos:R:3:forces:R:3:nbo_charge:R:1
C 2.71433 0.27185 0.18300 0.9459 1.1016 0.4949 -0.38
C 1.66918 -0.39583 -0.29135 0.2030 -1.6615 0.2937 -0.21
C 0.20965 -0.14760 -0.00658 2.2773 -1.3388 -1.1202 -0.08
C -0.70276 -1.15000 0.05718 2.3759 -0.6547 1.8580 -0.19
C -2.01610 -0.51540 0.07102 -0.3518 1.2560 1.7465 -0.49
C -1.69206 0.98296 -0.10227 -3.8365 -2.0364 0.0692 -0.16
C -0.40083 1.15893 -0.07535 1.8737 2.8414 -0.9012 -0.25
H 2.58424 1.13227 0.88344 0.0496 -0.6220 -0.7755 0.19
H 3.79000 0.04261 -0.07058 -1.4783 0.0123 0.2758 0.21
H 1.93065 -1.36095 -0.83325 -0.6758 1.3667 0.3902 0.21
H -0.32073 -2.19687 0.32218 -1.2135 1.4477 -0.8693 0.23
H -2.67777 -0.53175 0.99046 0.8984 -0.5261 -0.6041 0.24
H -2.57920 -0.96923 -0.68999 -1.2581 -0.1676 -1.3598 0.24
H -2.64541 1.51267 -0.17024 1.0058 0.9782 -0.1089 0.22
H 0.13682 2.16634 -0.26769 -0.8156 -1.9969 0.6107 0.23
```
Positions in Å, forces in eV/Å.

Properties
Total charge: 0
Relative energy (zero: lowest compared OMol25 entry of this formula, charge and spin), kcal/mol: 61.05
Molar mass, g mol⁻¹: 92.141
SMILES: C=CC1=CCC=C1
Gap between HOMO and LUMO, eV: 9.372

=====

(4)
Entry from the Open Molecules 2025 dataset: one molecule with the formula C18H17N3O2S2 at a distorted geometry (ωB97M-V/def2-TZVPD).

```
42
Properties=species:S:1:pos:R:3:forces:R:3:nbo_charge:R:1
C 6.11721 2.78045 -1.46025 0.1586 0.0104 -0.1615 -0.25
O 5.12547 2.68106 -0.46742 -0.2360 -0.0774 0.2348 -0.51
C 4.67527 1.44591 -0.11710 -0.0602 -0.1201 0.0478 0.38
C 5.11755 0.24890 -0.66731 0.1716 0.3617 -0.1785 -0.33
C 4.58342 -0.95213 -0.22859 -0.1792 -0.0343 0.2237 -0.18
C 3.61646 -0.98613 0.76082 0.2262 -0.1496 -0.0310 -0.06
C 3.00791 -2.28836 1.22188 0.1928 0.1378 -0.0435 -0.47
C 1.58367 -2.33543 0.81330 -0.0982 -0.2008 -0.7420 0.09
N 0.58549 -2.33144 1.61220 1.2639 0.0290 1.0703 -0.25
N -0.60290 -2.33510 1.02662 -1.5827 0.0000 -0.5625 -0.34
C -0.54697 -2.33295 -0.25974 1.2752 -0.0791 -0.1080 0.25
N -1.59816 -2.34952 -1.12715 0.0737 -0.1410 -0.7766 -0.63
C -2.95127 -2.22315 -0.88472 -0.2461 -0.0064 0.1355 0.69
O -3.72303 -2.33816 -1.80782 -0.1197 -0.0457 -0.1092 -0.58
C -3.35871 -1.90045 0.52169 -0.1554 0.5066 0.2429 -0.65
S -2.86784 -0.18120 0.92248 -0.0064 -0.1237 0.1069 0.27
C -4.26627 0.78424 0.40065 0.1943 -0.3026 0.0375 -0.18
C -5.16083 0.37767 -0.57803 -0.0726 0.0221 -0.0195 -0.20
C -6.21900 1.20497 -0.91588 -0.0729 0.0289 -0.0193 -0.21
C -6.38145 2.43320 -0.29987 -0.0750 0.0551 -0.0349 -0.23
C -5.47422 2.84179 0.66500 -0.0126 0.0702 -0.0197 -0.20
C -4.42153 2.02086 1.01867 0.0847 -0.1036 -0.0354 -0.23
S 1.10513 -2.33266 -0.88622 -0.5696 0.0524 0.7521 0.30
C 3.17150 0.21532 1.30504 0.1400 0.0430 -0.0936 -0.18
C 3.69223 1.41493 0.87518 0.0835 0.0943 -0.0833 -0.27
H 5.76838 2.38250 -2.41880 0.0192 0.0007 0.0428 0.18
H 7.03612 2.26398 -1.16432 -0.0410 0.0078 -0.0175 0.18
H 6.32184 3.84459 -1.56648 0.0202 -0.0906 -0.0308 0.20
H 5.87292 0.23361 -1.43694 0.0702 0.0512 -0.0667 0.22
H 4.93571 -1.87388 -0.66959 0.0404 -0.1068 -0.0258 0.21
H 3.54700 -3.13005 0.78193 0.0273 0.0029 0.1023 0.23
H 3.04298 -2.36816 2.31003 -0.0319 -0.0947 -0.0627 0.25
H -1.36796 -2.47236 -2.10676 -0.1948 0.0286 0.1916 0.42
H -4.43654 -1.99377 0.63986 0.0686 -0.0953 -0.1180 0.25
H -2.82028 -2.51473 1.24098 -0.1459 0.0391 -0.0630 0.29
H -5.04402 -0.56378 -1.08989 0.0433 -0.1008 -0.0285 0.23
H -6.91605 0.88217 -1.67497 -0.0689 -0.0151 -0.0663 0.21
H -7.20890 3.07124 -0.57167 -0.0666 0.0543 -0.0184 0.21
H -5.59081 3.79993 1.14934 -0.0110 0.0784 0.0434 0.21
H -3.71240 2.32420 1.77375 0.0375 0.0665 0.1344 0.22
H 2.40840 0.20113 2.06937 -0.1041 0.0248 0.0918 0.22
H 3.35449 2.35077 1.29075 -0.0405 0.1218 0.0583 0.23
```
Positions in Å, forces in eV/Å.

Properties
Total charge: 0
Relative energy (zero: lowest compared OMol25 entry of this formula, charge and spin), kcal/mol: 47.33
Molar mass, g mol⁻¹: 371.487
SMILES: COc1ccc(Cc2nnc(NC(=O)CSc3ccccc3)s2)cc1
Gap between HOMO and LUMO, eV: 8.577

=====

(5)
Entry from the Open Molecules 2025 dataset: a 2-piece molecular cluster, C3H8ClNO2S overall at a distorted geometry (ωB97M-V/def2-TZVPD).

```
16
Properties=species:S:1:pos:R:3:forces:R:3:nbo_charge:R:1
C 1.21110 -1.34850 0.94376 0.5498 -2.6880 -0.1360 -0.47
C 0.30044 -1.18165 -1.20058 -1.6034 0.7688 0.1028 -0.03
C -2.27223 2.82107 -0.57923 -1.1504 1.3018 0.7784 -0.66
N 0.11545 -1.07389 0.04341 1.2833 -0.2719 1.0424 -0.45
O -1.28403 1.03291 1.15813 -0.9983 2.1106 -1.5375 -0.89
O 0.22439 2.00356 -0.54259 1.2113 0.4701 -0.5477 -0.95
S -1.08220 1.40292 -0.49980 -0.4598 0.2786 1.5200 1.51
Cl -3.82096 2.05380 -0.86566 -1.0845 -0.6152 -0.2231 -0.05
H 1.03076 -2.00787 1.80514 -1.0225 -0.3175 -0.5416 0.21
H 2.04025 -1.82676 0.44103 0.3914 -0.2074 -0.4442 0.18
H 1.65198 -0.58708 1.48786 0.3223 2.6925 0.3832 0.22
H -1.04524 0.11434 1.22799 0.2019 -1.0907 -0.3341 0.51
H -0.60874 -0.79886 -1.65838 0.2924 -0.5085 -1.2029 0.18
H 1.15260 -1.46774 -1.82613 0.1721 -0.1419 0.6741 0.17
H -2.30625 3.71184 -1.28772 1.3717 -1.6054 0.4478 0.26
H -2.38344 3.26432 0.41472 0.5227 -0.1760 0.0183 0.24
```
Positions in Å, forces in eV/Å.

Properties
Total charge: 0
Relative energy (zero: lowest compared OMol25 entry of this formula, charge and spin), kcal/mol: 37.69
Molar mass, g mol⁻¹: 157.622
Gap between HOMO and LUMO, eV: 10.521

=====

(6)
Entry from the Open Molecules 2025 dataset: an isolated ion of composition C8H16N3O2 and charge +1 at a distorted geometry (ωB97M-V/def2-TZVPD).

```
29
Properties=species:S:1:pos:R:3:forces:R:3:nbo_charge:R:1
C -0.24742 -1.04112 -0.61054 0.1436 -0.6667 0.6169 0.38
C 1.87327 0.03742 0.15587 2.1214 0.0913 0.8203 0.65
C -0.78730 1.74165 0.39828 -0.7083 -0.5621 1.0796 -0.40
C 0.03587 1.37399 -0.84151 0.7326 0.2398 -0.9083 -0.27
C -1.58252 0.52877 0.93513 0.3480 -0.5889 -0.5011 -0.10
C -0.78754 -0.73979 0.76907 -1.9593 1.9081 -2.0588 0.07
C 0.41416 -2.40092 -0.80021 0.1711 0.0638 0.0527 -0.67
C 2.82129 1.19024 0.02194 0.1948 -0.0672 0.1633 -0.73
N 0.71441 0.10664 -0.61060 -1.2544 0.6987 -1.6487 -0.08
N -0.45159 -1.46599 1.78693 0.9917 -2.9838 3.6127 -0.75
N -2.86098 0.40310 0.27689 -0.9985 0.9010 -0.2000 -0.83
O -1.22128 -0.85177 -1.58326 0.1511 0.2882 -0.0712 -0.70
O 2.09147 -0.91779 0.86793 -0.1590 0.6098 -0.5230 -0.43
H -0.11935 2.09334 1.18547 0.0954 0.0278 -0.0569 0.22
H -1.49589 2.53289 0.16355 0.1467 0.1431 -0.2555 0.27
H -0.60822 1.26540 -1.71545 0.0685 -0.1271 0.1776 0.27
H 0.76598 2.15188 -1.04612 0.0839 -0.0243 0.0591 0.25
H -1.78090 0.69002 2.00316 0.1660 -0.0204 -0.1435 0.23
H 0.84132 -2.43973 -1.80125 0.0060 -0.0489 -0.1345 0.23
H -0.34490 -3.17658 -0.71499 -0.0554 0.0867 0.0077 0.26
H 1.22244 -2.58294 -0.10044 -0.1501 -0.1087 -0.0509 0.26
H 2.50694 2.01888 0.65694 -0.0664 0.0838 -0.0243 0.26
H 2.90414 1.53446 -1.00470 -0.0151 0.0755 -0.0837 0.25
H 3.79635 0.85819 0.37238 -0.0635 -0.0112 -0.0026 0.28
H 0.05761 -2.33614 1.67561 -0.1430 0.4324 0.2798 0.41
H -0.58183 -1.13220 2.73665 -0.0186 -0.2738 -0.4105 0.41
H -3.42305 -0.35100 0.65536 0.1551 0.0855 -0.0919 0.38
H -2.78449 0.29555 -0.72863 -0.0382 -0.1379 0.3548 0.38
H -0.96999 -1.29965 -2.39941 0.0537 -0.1147 -0.0592 0.50
```
Positions in Å, forces in eV/Å.

Properties
2S+1: 3
Total charge: +1
Relative energy (zero: lowest compared OMol25 entry of this formula, charge and spin), kcal/mol: 0.00
Expectation value of S²: 2.016
Molar mass, g mol⁻¹: 186.235
Gap between HOMO and LUMO (spin up / spin down), eV: 6.534 / 4.504